Record 1
{"formula": "C4H12N2O2", "method": "ωB97M-V with the def2-TZVPD basis set", "homo_ha": [-0.283, -0.230], "gap_ev": [8.07, 5.94], "species": ["O", "O", "N", "N", "C", "C", "C", "C", "H", "H", "H", "H", "H", "H", "H", "H", "H", "H", "H", "H"], "positions_angstrom": [[-2.037840, 0.036909, -0.340054], [2.329779, -0.576428, 0.880082], [-2.667424, 1.271908, -0.135704], [0.186326, 0.585872, -1.344403], [1.252509, -2.172227, -0.479105], [1.148476, -0.906912, 0.305545], [0.094096, 0.131263, 0.056237], [0.232899, 1.351555, 0.968839], [-3.222849, 1.205674, 0.718800], [0.292256, -2.444291, -0.916341], [0.246413, -0.215267, -1.968854], [-0.347018, -0.855505, 0.810081], [-3.301130, 1.473695, -0.910721], [-0.796950, 0.904017, -1.500493], [1.151208, 1.913693, 0.763352], [-0.600465, 2.036656, 0.783366], [2.243994, 0.247345, 1.385768], [1.602228, -2.984477, 0.168939], [0.190304, 1.070854, 2.026057], [2.003188, -2.074334, -1.271393]], "forces_ev_per_angstrom": [[-1.3, 0.1, 0.7], [-0.7, -0.5, 1.2], [0.3, -0.5, 0.3], [-2.0, -0.3, 0.4], [-0.1, -0.1, 0.3], [-0.6, 1.7, -1.1], [3.6, 0.0, -0.3], [-0.4, -0.4, 0.1], [0.0, 0.0, -0.3], [0.0, 0.0, 0.0], [0.2, -0.1, 0.1], [-0.2, 0.3, -0.6], [0.2, -0.2, 0.0], [1.2, 0.0, -0.3], [0.0, -0.2, -0.1], [0.0, -0.2, 0.0], [0.0, 0.0, -0.3], [-0.1, 0.1, -0.1], [0.0, 0.0, 0.0], [-0.1, 0.2, 0.0]]}



Record 2
{"formula": "C4H12N2O2", "method": "ωB97M-V with the def2-TZVPD basis set", "homo_ha": -0.328, "gap_ev": 6.46, "species": ["O", "O", "N", "N", "C", "C", "C", "C", "H", "H", "H", "H", "H", "H", "H", "H", "H", "H", "H", "H"], "positions_angstrom": [[0.758674, -0.102810, -2.078173], [1.589342, 0.165563, 1.319830], [-0.536802, 1.835682, -0.892319], [-0.497039, -0.556106, 0.812860], [0.642593, 0.307440, 0.531924], [0.206083, 1.786276, 0.296049], [-0.097917, -1.622618, 1.698083], [-1.030618, -1.121733, -0.466249], [-0.274758, -1.773932, -0.926663], [-1.167939, -0.339151, -1.200721], [-0.642132, 2.773710, -1.251690], [-0.439509, 2.132259, 1.103100], [0.811275, -2.104433, 1.327723], [-1.972317, -1.591411, -0.177052], [0.096904, -1.238828, 2.693807], [-0.023546, 1.177788, -1.538725], [1.035360, 0.022625, -0.570861], [-0.904508, -2.352105, 1.760528], [1.141535, 2.356206, 0.367511], [1.305318, 0.245579, -2.808962]], "forces_ev_per_angstrom": [[0.6, -0.4, 1.1], [1.1, 0.0, -0.6], [-0.2, -0.1, -1.4], [2.0, -0.2, -2.8], [-2.6, 0.3, 5.8], [0.3, 0.9, 0.0], [-0.5, -0.3, 0.5], [-0.6, 0.1, 0.7], [-0.5, -0.3, 0.4], [-0.5, 0.0, 0.3], [0.0, -0.1, -0.1], [0.3, -0.5, 0.6], [0.0, -0.1, 0.1], [0.1, -0.3, -0.5], [0.2, 0.1, 0.1], [-0.9, 1.3, -0.3], [0.5, -0.3, -4.6], [0.0, 0.0, -0.1], [0.1, -0.1, -0.3], [0.4, 0.0, 1.1]]}



Record 3
{"formula": "C4H12N2O2", "method": "ωB97M-V with the def2-TZVPD basis set", "homo_ha": [-0.294, -0.288], "gap_ev": [6.72, 6.37], "species": ["O", "O", "N", "N", "C", "C", "C", "C", "H", "H", "H", "H", "H", "H", "H", "H", "H", "H", "H", "H"], "positions_angstrom": [[0.492815, 1.618407, 0.849135], [-1.255491, -1.413906, -1.598959], [-1.778837, 0.514042, 1.280225], [-1.755998, -0.530314, 0.448661], [1.231295, -1.970734, -0.254689], [0.504841, 2.454350, -0.252048], [1.150920, -0.687742, 0.464280], [-1.164839, -0.402476, -0.695347], [2.234366, -2.376727, -0.038155], [0.489961, -2.698606, 0.068858], [0.781125, -0.658527, 1.476637], [1.245884, 2.156425, -1.018815], [-0.773354, 0.508446, -1.126551], [-0.474797, 2.536575, -0.765947], [-2.077614, 0.227461, 2.201765], [1.852690, 0.090827, 0.218359], [1.178428, -1.862506, -1.339893], [-1.739927, -2.138886, -1.176275], [-0.908433, 1.151192, 1.210236], [0.766966, 3.482698, 0.048524]], "forces_ev_per_angstrom": [[0.1, -0.3, -0.2], [0.0, -0.1, 0.0], [0.1, 0.1, 0.0], [0.4, 0.0, -0.3], [-0.2, 0.0, -0.1], [0.0, 0.1, 0.1], [-0.1, 0.1, 0.0], [-0.2, 0.0, 0.4], [0.0, 0.1, 0.0], [0.0, 0.1, 0.0], [0.0, 0.0, 0.0], [0.0, 0.0, 0.0], [0.0, 0.1, 0.0], [0.1, 0.0, 0.1], [0.0, 0.0, -0.1], [0.0, 0.1, 0.0], [0.0, 0.0, 0.1], [0.0, 0.1, 0.0], [-0.1, -0.1, -0.1], [0.0, -0.1, 0.0]]}